20
Properties=species:S:1:pos:R:3:forces:R:3:nbo_charge:R:1 method="wB97M-V/def2-TZVPD" e_homo_ev="-11.28 / -10.18" multiplicity=1 fmax_ev_per_a=4.26 energy_ha=-415.7566 lumo_ev="-3.377 / -4.917" total_charge=+1 e_above_lowest_kcal_mol=104.6
C 2.0831 0.6905 1.0342 0.65 -1.04 1.68 0.11
C 2.0597 0.7153 -1.2344 0.02 0.84 4.17 0.14
C 0.7261 0.2099 1.0547 -0.98 -2.06 -2.17 -0.54
C 0.6239 -0.8619 -0.1169 0.50 1.71 1.42 0.47
C -2.0224 0.4930 -0.6666 2.67 -0.19 -2.42 -0.16
N 2.6258 1.0628 -0.0381 0.52 0.38 -3.90 -0.39
N 1.1489 -0.3566 -1.2692 1.40 0.44 -0.34 -0.58
N 0.3948 -2.1760 0.1407 0.93 1.72 -1.60 -0.75
N -1.8557 1.3508 0.2986 -0.37 2.48 1.22 -0.74
H 2.7305 0.4592 1.8873 -0.23 0.69 -0.03 0.21
H 2.3893 1.2226 -2.0911 0.06 0.12 -1.29 0.22
H 0.5528 -0.2433 1.9816 -0.69 -0.85 1.33 0.24
H -0.0850 0.8972 0.8287 0.16 0.66 0.27 0.26
H -1.3027 0.6756 -1.4768 -0.89 -0.34 -0.02 0.18
H -2.6103 -0.3408 -0.6830 -1.59 -1.87 0.35 0.20
H 1.5020 -0.7986 -2.1170 -1.32 -1.40 0.25 0.45
H 0.2600 -2.6855 -0.7017 -0.18 -1.13 -0.22 0.41
H -0.1016 -2.4267 0.9571 -0.58 -0.24 0.62 0.42
H -2.4408 1.3789 1.1419 0.34 0.24 -0.75 0.43
H -1.4950 2.2211 -0.1192 -0.42 -0.17 1.42 0.42

***

24
Properties=species:S:1:pos:R:3:forces:R:3:nbo_charge:R:1 method="wB97M-V/def2-TZVPD" e_homo_ev=-16.92 multiplicity=1 fmax_ev_per_a=4.21 energy_ha=-671.9542 lumo_ev=-12.777 total_charge=+2
Tl 20.7640 21.2467 18.0747 0.23 -0.33 0.46 0.98
C 22.4136 25.9288 18.6912 0.70 -0.57 -0.06 -0.69
C 22.0883 25.2491 17.3926 -1.56 1.75 3.49 0.10
C 23.3254 24.9152 16.3304 1.04 0.61 -2.06 -0.39
O 21.4015 24.2197 17.4444 -0.01 -0.90 -1.03 -0.16
H 23.0451 26.8054 18.5811 0.00 0.04 -0.02 0.26
H 22.9188 25.1673 19.3050 0.07 0.26 0.16 0.28
H 21.4953 26.1772 19.2281 -0.08 0.05 -0.14 0.29
H 21.5351 26.0311 16.7361 0.75 -0.49 -1.20 0.46
H 23.0024 24.9091 15.2927 -0.25 -0.35 0.11 0.28
H 23.8051 24.0033 16.6656 -0.34 -0.09 0.26 0.28
H 23.9332 25.8150 16.4706 -0.19 -0.02 0.42 0.29
O 22.8305 21.4100 19.8486 -0.34 -0.33 -0.06 -0.73
C 23.2315 21.7539 20.9531 0.43 1.14 -0.66 0.84
O 22.6396 22.7485 21.5964 -0.42 -0.44 0.39 -0.49
C 23.3085 23.0356 22.8954 0.17 -0.38 -1.12 -0.06
C 24.2698 21.8380 23.0862 -1.28 1.12 -0.24 -0.42
C 24.5107 21.4178 21.6441 1.13 -0.48 0.57 -0.54
H 22.5174 23.0987 23.6311 0.06 0.21 0.11 0.22
H 23.7974 23.9865 22.6951 0.09 0.05 0.48 0.19
H 23.6560 21.1088 23.6113 0.65 -0.35 0.28 0.23
H 25.1479 22.1898 23.6144 0.10 -0.50 0.22 0.25
H 24.9288 20.4202 21.5303 -0.59 -0.23 -0.12 0.27
H 25.3126 22.0425 21.2272 -0.35 0.22 -0.23 0.26

***

18
Properties=species:S:1:pos:R:3:forces:R:3:nbo_charge:R:1 method="wB97M-V/def2-TZVPD" e_homo_ev=-8.36 multiplicity=1 fmax_ev_per_a=4.74 energy_ha=-323.1739 lumo_ev=0.821 total_charge=0 e_above_lowest_kcal_mol=83.2
H -0.7850 -3.9813 -0.8826 0.05 3.02 -1.49 0.36
N -0.6241 -3.0224 -1.4334 1.84 -0.06 1.78 -0.79
C -0.6240 -2.0554 -0.5316 -2.02 1.12 -0.93 0.59
N -1.5259 -2.2376 0.4729 -3.49 -0.63 1.83 -0.87
N -0.1795 -0.6762 -0.5778 3.55 -0.55 -2.78 -0.68
C -0.3122 0.7975 0.0341 -3.50 -3.04 1.00 -0.18
C 0.6588 1.8976 -0.3139 1.45 -2.21 0.01 -0.44
C 1.7068 1.9952 0.8381 -0.78 -0.72 -0.49 -0.61
H -1.5185 -1.6041 1.2628 0.01 0.08 -0.24 0.36
H -2.5418 -2.4133 0.1176 2.88 0.30 0.99 0.40
H 0.4560 -0.5615 -1.4062 -0.75 -0.39 1.20 0.38
H -0.5076 0.7624 1.1389 0.81 -0.40 -0.76 0.19
H -1.3332 0.9177 -0.2821 -0.40 1.24 -0.58 0.20
H 1.2628 1.5626 -1.1522 -0.30 0.17 -0.67 0.22
H 0.1097 2.7775 -0.6226 0.11 0.30 0.36 0.23
H 1.7864 3.0363 1.0972 0.67 0.14 0.60 0.22
H 2.6410 1.4589 0.6115 -0.04 0.89 -0.37 0.22
H 1.3302 1.3460 1.6293 -0.08 0.75 0.54 0.21

***

71
Properties=species:S:1:pos:R:3:forces:R:3:mulliken_spin:R:1 method="wB97M-V/def2-TZVPD" e_homo_ev="-11.31 / -11.91" multiplicity=5 fmax_ev_per_a=0.82 energy_ha=-4249.7876 s_squared=6.01 lumo_ev="-4.495 / -5.056" total_charge=+1 e_above_lowest_kcal_mol=55.1
Ir 0.4203 0.1723 0.2197 0.03 -0.40 0.56 2.25
C 0.3949 0.3927 3.5980 -0.02 -0.05 -0.12 0.08
C 1.6280 -0.4502 3.2825 -0.01 -0.01 0.16 -0.04
C 2.9021 0.3416 3.5400 0.02 -0.04 -0.04 0.00
C 1.6121 -1.7163 4.1351 0.03 -0.04 -0.18 0.02
O 1.6232 -0.8120 1.8798 0.25 0.14 0.09 0.15
Ge 1.1605 -2.5104 1.1432 -0.12 -0.04 0.02 0.00
O -0.5941 -1.6142 0.9710 0.34 0.36 -0.52 0.23
C -1.8728 -2.3108 0.9018 -0.25 -0.14 0.37 0.01
C -2.3388 -2.4943 2.3447 0.16 -0.07 -0.03 0.01
C -1.6695 -3.6610 0.2218 0.21 0.10 -0.06 0.00
C -2.8934 -1.4883 0.1428 0.13 0.27 0.15 0.03
O 1.4907 -1.6097 -0.5430 -0.15 0.19 0.03 0.12
C 2.6885 -1.6593 -1.3600 0.24 -0.07 -0.04 -0.04
C 3.7597 -2.4726 -0.6412 -0.12 0.00 0.11 0.01
C 2.3221 -2.3143 -2.6849 -0.14 -0.02 0.05 0.00
C 3.1841 -0.2391 -1.5907 -0.12 0.08 0.10 0.07
H 0.2781 0.5178 4.6756 0.03 0.03 -0.03 0.00
H -0.5005 -0.0948 3.2056 0.02 0.04 0.06 -0.02
H 0.4815 1.3892 3.1518 -0.03 -0.03 0.01 -0.02
H 2.9256 0.7049 4.5697 0.01 -0.01 -0.05 0.00
H 2.9606 1.2026 2.8682 0.01 -0.02 0.05 0.00
H 3.7797 -0.2851 3.3701 -0.02 0.05 0.01 0.00
H 1.7290 -1.4637 5.1888 -0.03 0.00 0.00 0.00
H 2.4351 -2.3778 3.8517 -0.04 0.02 0.05 0.00
H 0.6671 -2.2549 4.0151 0.04 0.00 0.04 0.00
H -1.6202 -3.0989 2.9058 -0.06 0.01 -0.01 0.00
H -3.3083 -2.9948 2.3733 0.04 0.01 0.02 0.00
H -2.4333 -1.5227 2.8336 -0.03 -0.04 -0.01 0.00
H -0.9834 -4.2866 0.7988 -0.06 -0.01 -0.05 0.00
H -1.2585 -3.5241 -0.7838 -0.06 -0.03 0.06 0.00
H -2.6184 -4.1916 0.1442 0.01 0.02 -0.01 0.00
H -3.1472 -0.5753 0.6894 0.00 -0.05 -0.01 -0.01
H -3.8024 -2.0675 -0.0124 -0.03 0.01 0.07 0.00
H -2.5012 -1.2062 -0.8257 0.07 0.03 -0.33 -0.03
H 3.4120 -3.4939 -0.4693 0.06 0.01 -0.02 0.00
H 4.0041 -2.0154 0.3229 0.02 -0.03 -0.06 0.00
H 4.6683 -2.5216 -1.2416 -0.01 0.01 0.02 0.00
H 1.8942 -3.3023 -2.5052 0.03 0.02 -0.04 0.00
H 3.2052 -2.4259 -3.3168 -0.04 0.01 0.03 0.00
H 1.5872 -1.7115 -3.2241 0.03 -0.04 0.01 0.01
H 3.4637 0.2217 -0.6370 0.02 -0.01 -0.07 0.00
H 2.3973 0.3512 -2.0767 0.08 -0.05 0.00 -0.03
H 4.0578 -0.2333 -2.2446 -0.04 0.00 0.03 0.00
S 1.2281 2.8157 -1.5522 0.11 0.10 0.10 0.05
C -0.0119 3.7233 -0.6832 0.05 0.02 -0.32 -0.01
C -1.0191 4.5877 -1.0469 -0.11 0.11 -0.02 -0.02
C -1.7879 5.1178 -0.0096 -0.07 0.04 -0.05 0.02
C -2.8754 6.0039 -0.3365 -0.05 0.02 0.01 0.00
N -3.7539 6.6905 -0.6141 0.16 -0.10 0.03 0.01
C -1.5258 4.7977 1.3362 -0.06 0.03 0.08 -0.01
C -0.4974 3.9200 1.6798 -0.07 -0.02 0.13 0.04
C 0.2220 3.3892 0.6355 0.07 0.02 0.22 0.03
S 1.5997 2.2706 0.4871 -0.56 -0.48 -0.37 0.02
C -2.3177 5.3822 2.3871 -0.03 0.07 0.02 0.00
N -2.9301 5.8498 3.2399 0.10 -0.12 -0.14 0.00
H -1.2182 4.8649 -2.0735 0.00 -0.01 0.03 0.00
H -0.3013 3.6853 2.7178 -0.01 0.01 -0.04 0.00
C -1.9363 -0.9983 -4.4538 -0.02 -0.02 -0.01 0.01
C -1.9366 0.2283 -3.5461 0.13 -0.01 0.04 0.05
C -1.4204 1.4684 -4.3009 -0.01 0.00 0.04 0.09
C -1.1026 -0.0159 -2.3284 0.10 0.33 -0.35 0.57
H -2.5999 -0.8501 -5.3071 0.04 -0.01 0.02 0.00
H -2.2691 -1.8887 -3.9164 0.01 0.03 -0.03 -0.01
H -0.9290 -1.1869 -4.8386 -0.06 0.00 0.02 0.00
H -2.9645 0.4483 -3.2391 -0.03 -0.04 0.06 0.02
H -0.3768 1.3308 -4.5989 -0.06 0.01 0.00 0.00
H -1.4908 2.3653 -3.6771 0.02 -0.05 -0.05 -0.02
H -2.0143 1.6371 -5.2021 0.04 0.01 0.05 0.00
H -1.0945 0.7767 -1.5651 -0.04 -0.14 0.01 0.11
H -0.2671 -0.7075 -2.3814 -0.11 -0.01 0.09 0.25

***

101
Properties=species:S:1:pos:R:3:forces:R:3:lowdin_charge:R:1 method="wB97M-V/def2-TZVPD" e_homo_ev=-12.08 multiplicity=1 fmax_ev_per_a=7.69 energy_ha=-2580.8637 lumo_ev=-4.403 total_charge=+1
C -0.9158 2.6289 -3.3913 -1.20 0.14 -1.51 -0.17
N -1.0299 2.0467 -1.9998 2.78 0.44 -0.73 -0.19
C 0.3133 1.7436 -1.3734 -1.46 -2.46 1.61 -0.42
S 1.7011 2.9028 -1.8597 0.37 0.19 1.13 0.93
P 2.8637 2.0852 -3.5113 2.00 -1.18 -7.34 0.59
O 2.3193 2.6336 -4.9189 1.87 -1.75 6.14 -0.37
O 4.5249 2.6328 -3.2088 -3.90 -0.50 -0.93 -0.22
O 2.8452 0.3310 -3.5562 -0.16 4.51 0.29 -0.24
H -0.1645 2.0575 -4.0981 -1.22 1.09 1.32 0.08
H -1.9918 2.5013 -3.8913 2.39 0.31 1.20 0.11
H -0.6955 3.7904 -3.4192 -0.29 -2.42 0.33 0.10
H -1.4963 1.1084 -2.1050 0.36 1.28 0.26 0.01
H 0.1759 1.8647 -0.1937 0.79 -0.02 -2.46 0.13
H 0.6837 0.6240 -1.5594 -0.47 2.38 0.26 0.12
H 2.6162 2.8812 -0.7603 -1.06 -0.43 -1.31 0.05
H 4.7083 3.3049 -3.9402 -0.48 -1.10 1.06 0.11
H 2.5752 0.1220 -4.5174 0.20 0.00 0.89 0.02
C -5.0755 3.1831 1.6657 -0.01 -0.16 0.11 -0.11
C -3.5590 3.1307 1.5344 -0.30 -0.08 0.31 -0.27
C -3.0384 3.8398 0.2847 0.26 -0.08 0.12 -0.20
C -3.4551 3.1678 -0.9531 -0.60 -0.39 -1.22 -0.23
N -3.7879 2.6398 -1.9318 0.23 0.86 1.40 0.16
H -5.5676 2.6512 0.8457 0.05 0.09 0.05 0.08
H -5.3881 2.7122 2.6032 0.03 0.15 -0.36 0.02
H -5.4339 4.2174 1.6700 0.02 -0.07 -0.01 0.08
H -3.2317 2.0839 1.5413 0.04 0.15 -0.07 0.11
H -3.1180 3.6092 2.4169 0.08 -0.03 -0.17 0.10
H -1.9430 3.8637 0.3237 -0.09 -0.01 -0.26 0.10
H -3.3777 4.8819 0.2764 -0.04 -0.18 -0.13 0.12
C -4.5274 4.5029 6.2824 0.16 0.04 0.00 -0.12
C -6.0110 4.8423 6.3423 0.33 0.30 0.00 -0.26
C -6.9090 3.6070 6.4009 -0.24 0.22 0.14 -0.19
C -6.8478 2.8133 5.1666 0.01 -0.84 -0.92 -0.20
N -6.7963 2.1830 4.1932 -0.14 0.80 1.43 0.15
H -4.2769 3.9605 5.3657 -0.04 -0.01 0.06 0.06
H -3.9309 5.4207 6.3000 -0.04 -0.13 -0.01 0.07
H -4.2301 3.8890 7.1385 -0.04 0.04 -0.08 0.05
H -6.2749 5.4631 5.4775 -0.08 -0.12 0.14 0.11
H -6.1920 5.4486 7.2379 -0.11 -0.15 -0.14 0.11
H -7.9438 3.9310 6.5631 0.09 -0.21 -0.14 0.12
H -6.6339 2.9842 7.2597 0.03 -0.05 -0.22 0.12
C -2.0375 -2.4329 -5.7691 -0.15 0.04 -0.02 -0.10
C -0.7769 -1.7163 -5.3031 -0.16 -0.19 -0.56 -0.28
C -0.6452 -1.6583 -3.7816 0.27 0.02 -0.15 -0.17
C -1.6888 -0.8312 -3.1620 -0.83 0.13 0.45 -0.17
N -2.5161 -0.1814 -2.6713 0.89 -1.21 -0.72 0.18
H -2.9405 -1.9013 -5.4539 0.05 -0.09 -0.02 0.08
H -2.0521 -2.4955 -6.8619 -0.03 -0.01 0.19 0.08
H -2.0802 -3.4515 -5.3707 -0.02 0.09 -0.05 0.08
H -0.7599 -0.7039 -5.7247 0.12 -0.13 0.14 0.11
H 0.0931 -2.2460 -5.7092 -0.14 0.23 0.25 0.08
H 0.3360 -1.2396 -3.5285 -0.14 0.02 0.10 0.09
H -0.6744 -2.6713 -3.3641 -0.15 0.20 0.06 0.13
C -1.2241 1.7945 6.5801 0.04 0.15 -0.03 -0.11
C -1.0538 0.8461 7.7597 0.32 0.23 -0.18 -0.26
C -2.3274 0.0722 8.0984 0.25 -0.20 0.25 -0.20
C -3.3991 0.9484 8.5895 -1.07 0.66 0.33 -0.21
N -4.2480 1.6408 8.9733 1.13 -0.83 -0.57 0.14
H -1.9513 2.5819 6.8006 0.03 -0.09 -0.05 0.06
H -0.2704 2.2780 6.3458 -0.14 -0.03 0.00 0.07
H -1.5591 1.2556 5.6881 0.00 0.05 0.06 0.07
H -0.7106 1.4138 8.6332 -0.10 -0.19 -0.08 0.12
H -0.2628 0.1272 7.5150 -0.18 0.00 0.16 0.11
H -2.0939 -0.6697 8.8711 -0.19 0.08 -0.03 0.10
H -2.6729 -0.4840 7.2195 -0.11 0.17 0.11 0.11
C 5.3428 -1.0576 -8.2687 0.00 0.12 -0.02 -0.10
C 5.5131 -2.0059 -7.0891 0.46 0.32 -0.24 -0.27
C 4.2395 -2.7798 -6.7504 0.22 -0.25 0.15 -0.16
C 3.1678 -1.9037 -6.2593 -0.93 0.51 0.23 -0.14
N 2.3189 -1.2113 -5.8756 1.35 -0.55 -0.23 0.17
H 4.6156 -0.2702 -8.0483 0.02 -0.05 -0.07 0.07
H 6.2965 -0.5741 -8.5031 -0.17 -0.06 0.00 0.08
H 5.0078 -1.5965 -9.1607 0.05 0.08 0.09 0.08
H 5.8563 -1.4382 -6.2157 -0.10 -0.15 -0.02 0.11
H 6.3041 -2.7248 -7.3338 -0.32 0.01 0.18 0.06
H 4.4730 -3.5218 -5.9777 -0.25 0.12 -0.04 0.13
H 3.8940 -3.3360 -7.6293 -0.12 0.17 0.14 0.13
C -4.2810 -3.5642 7.3166 -0.04 0.10 -0.09 -0.11
C -3.2914 -4.7215 7.2839 -0.21 0.17 -0.35 -0.27
C -2.8356 -5.1630 8.6742 0.12 -0.30 -0.17 -0.19
C -2.0444 -4.1306 9.3563 0.62 0.85 0.77 -0.22
N -1.4229 -3.3133 9.8979 -0.83 -0.99 -0.84 0.14
H -3.8279 -2.6610 7.7364 -0.07 -0.10 0.03 0.05
H -4.6166 -3.3278 6.3018 0.00 0.00 0.17 0.08
H -5.1622 -3.8178 7.9145 0.09 0.07 -0.06 0.08
H -2.4258 -4.4396 6.6721 -0.06 -0.13 0.15 0.11
H -3.7704 -5.5732 6.7864 0.17 0.04 0.15 0.11
H -2.2258 -6.0686 8.5740 0.01 0.19 0.18 0.12
H -3.7045 -5.4324 9.2854 0.17 0.16 0.02 0.12
C 9.7750 -2.1959 -5.7076 -0.04 0.08 0.11 -0.11
C 10.4780 -3.4979 -6.0687 0.06 0.21 0.40 -0.27
C 10.1667 -3.9769 -7.4862 0.30 -0.22 0.06 -0.19
C 8.7579 -4.3587 -7.6497 -1.20 -0.29 -0.33 -0.21
N 7.6436 -4.6562 -7.7809 1.45 0.42 0.26 0.15
H 8.6873 -2.3151 -5.7046 0.07 0.01 -0.04 0.06
H 10.0773 -1.8705 -4.7071 -0.07 0.00 -0.16 0.08
H 10.0329 -1.4011 -6.4148 -0.04 -0.06 0.07 0.08
H 10.2060 -4.2699 -5.3386 0.08 0.04 -0.20 0.12
H 11.5601 -3.3432 -5.9820 -0.16 -0.14 -0.11 0.11
H 10.7977 -4.8447 -7.7115 -0.25 0.06 -0.09 0.12
H 10.4291 -3.1978 -8.2111 -0.20 -0.12 0.04 0.12

***

53
Properties=species:S:1:pos:R:3:forces:R:3:nbo_charge:R:1 method="wB97M-V/def2-TZVPD" e_homo_ev=-10.41 multiplicity=1 fmax_ev_per_a=0.30 energy_ha=-2590.6703 lumo_ev=-5.165 total_charge=+1 e_above_lowest_kcal_mol=0.0
Ir 1.7031 -0.2771 0.4459 -0.10 -0.26 0.13 0.73
C -1.0225 0.4392 -4.1875 -0.02 0.00 -0.01 -0.18
C 0.2605 0.8708 -3.8864 0.01 0.00 0.00 -0.18
C 0.9604 0.2900 -2.8409 0.02 -0.06 0.06 -0.24
C 0.3695 -0.7311 -2.1043 0.00 -0.04 0.02 0.17
C -0.9178 -1.1722 -2.4069 0.00 -0.02 0.04 -0.24
C -1.6100 -0.5814 -3.4479 0.01 0.01 0.00 -0.19
N 1.0868 -1.2880 -1.0043 0.03 0.18 -0.09 -0.48
C 1.0274 -2.6874 -0.7729 -0.02 -0.07 -0.06 0.23
C 0.9423 -3.6622 -1.7554 0.01 0.06 0.05 -0.25
C 0.9064 -4.9913 -1.3601 0.00 -0.05 0.01 -0.14
C 0.9440 -5.3612 -0.0154 0.00 0.00 -0.01 -0.20
C 1.0261 -4.3966 0.9719 0.01 -0.01 -0.01 -0.15
C 1.0706 -3.0717 0.5686 -0.02 0.06 0.01 0.01
N 1.1501 -1.9406 1.4050 0.03 0.03 -0.10 -0.12
N 1.0340 -2.0147 2.6454 0.02 0.12 0.14 -0.12
C 1.0747 -0.7360 3.2135 -0.02 -0.11 -0.15 0.28
C 0.8108 -0.5845 4.5616 -0.03 0.03 0.03 -0.19
C 0.7060 0.6974 5.0714 0.00 -0.06 0.00 -0.12
C 0.8543 1.7742 4.2101 0.01 0.04 0.01 -0.21
C 1.1427 1.5492 2.8788 0.02 0.00 -0.08 0.09
N 1.2842 0.3144 2.3787 0.00 0.01 0.02 -0.44
H -1.5695 0.8977 -5.0002 0.00 0.00 0.00 0.23
H 0.7179 1.6601 -4.4671 0.01 0.00 0.01 0.23
H 1.9651 0.6043 -2.5921 0.01 0.03 -0.03 0.23
H -1.3735 -1.9585 -1.8187 -0.01 0.00 -0.01 0.23
H -2.6130 -0.9112 -3.6813 0.00 0.00 0.01 0.23
H 0.9136 -3.3863 -2.8000 0.00 0.00 -0.01 0.25
H 0.8483 -5.7619 -2.1172 0.00 0.00 0.00 0.24
H 0.9106 -6.4071 0.2542 0.00 0.00 0.00 0.24
H 1.0587 -4.6500 2.0221 0.00 0.00 0.00 0.25
H 0.6632 -1.4678 5.1654 0.00 0.00 0.00 0.26
H 0.4896 0.8526 6.1191 0.01 0.01 0.00 0.25
H 0.7610 2.7936 4.5566 0.00 -0.01 0.01 0.25
H 1.2771 2.3673 2.1900 0.05 0.02 -0.03 0.23
S -0.1629 5.9116 0.1755 -0.05 0.00 -0.04 -0.06
C 1.0349 4.8046 0.2068 0.09 0.01 0.07 -0.16
S 0.9508 3.2163 -0.5401 -0.04 0.06 0.02 0.42
C 2.4999 2.8234 0.1377 0.00 -0.11 0.09 -0.20
N 3.0479 3.7659 0.8149 -0.01 0.03 -0.01 -0.23
N 2.2586 4.8746 0.8299 -0.04 -0.03 -0.03 -0.28
C 2.7190 5.9879 1.6103 -0.01 0.00 -0.06 0.20
C 2.7378 7.2559 1.0539 0.00 -0.03 0.03 -0.22
C 3.1958 8.3143 1.8220 0.01 0.00 0.02 -0.19
C 3.6338 8.0984 3.1211 0.01 0.02 0.01 -0.19
C 3.6200 6.8199 3.6599 -0.01 0.00 -0.02 -0.20
C 3.1580 5.7547 2.9030 0.01 0.01 0.03 -0.24
S 3.2548 1.2488 -0.0384 0.03 0.10 -0.02 0.04
H 2.3939 7.4070 0.0411 0.01 0.02 0.00 0.24
H 3.2164 9.3110 1.4029 -0.01 0.00 -0.01 0.23
H 3.9927 8.9290 3.7137 0.00 0.00 0.00 0.22
H 3.9705 6.6519 4.6692 0.00 -0.01 0.00 0.22
H 3.1553 4.7475 3.3007 0.00 0.02 -0.01 0.22